{
  "formula": "C3H3FO2Pr",
  "method": "ωB97M-V/def2-TZVPD",
  "elements": ["H", "H", "O", "O", "C", "C", "C", "H", "F", "Pr"],
  "xyz": [[1.13, 1.14, 1.26], [2.14, -0.36, 2.06], [0.31, -1.07, 2.72], [-0.88, -0.49, 1.00], [1.14, 0.02, 2.28], [0.17, 0.35, 0.69], [-0.76, -1.35, 2.02], [1.13, 0.76, 3.08], [1.32, -0.26, 0.21], [0.17, -0.17, -2.65]],
  "max_force_ev_per_a": 6.8,
  "s_squared": 3.7518,
  "multiplicity": 4,
  "charge": 2
}

{
  "formula": "C3H3FO3Rb",
  "method": "ωB97M-V/def2-TZVPD",
  "elements": ["H", "C", "C", "H", "F", "H", "O", "O", "O", "C", "Rb"],
  "xyz": [[3.71, 0.55, 0.32], [2.78, 0.51, -0.26], [2.44, -0.70, -1.00], [2.57, 1.17, -1.19], [1.51, -0.70, -2.00], [3.02, -1.62, -0.99], [1.77, -0.34, 0.27], [-6.54, 0.57, 2.04], [-4.40, 0.34, 1.18], [-5.47, 0.48, 1.62], [-1.38, -0.27, 0.01]],
  "max_force_ev_per_a": 3.8,
  "charge": 1
}

{
  "formula": "C3H3FO3S",
  "method": "ωB97M-V/def2-TZVPD",
  "elements": ["C", "C", "C", "O", "O", "O", "F", "S", "H", "H", "H"],
  "xyz": [[0.55, -1.70, -0.46], [0.20, -0.60, 0.48], [0.76, 0.93, -0.84], [0.03, -2.76, -0.51], [3.25, -0.12, -0.36], [1.35, -1.28, -1.55], [0.77, 2.06, -0.19], [2.30, 0.02, -1.44], [-0.86, -0.48, 0.81], [1.00, -0.76, 1.22], [0.03, 0.76, -1.58]],
  "max_force_ev_per_a": 5.9,
  "charge": 0
}

{
  "formula": "C3H3FO3Tl",
  "method": "ωB97M-V/def2-TZVPD",
  "elements": ["H", "O", "O", "O", "C", "C", "C", "H", "F", "H", "Tl"],
  "xyz": [[-0.70, -1.80, 0.18], [1.04, -0.69, -0.36], [-0.21, 1.05, -0.14], [2.04, 1.24, 0.08], [-0.72, -0.84, -0.34], [-1.28, 0.25, 0.51], [1.04, 0.55, -0.07], [-1.20, -0.98, -1.31], [-2.44, 0.74, 0.09], [-1.19, 0.24, 1.60], [3.64, 0.23, -0.24]],
  "max_force_ev_per_a": 7.0,
  "charge": 3
}

Number 1: energy -24013.507 eV. Number 2: energy -12668.379 eV. Number 3: energy -22851.537 eV. Number 4: energy -16668.099 eV.